<P>
# C2H10N4

2 unconnected molecules or ions with the total composition C2H10N4 (ωB97M-V with the def2-TZVPD basis set, the Open Molecules 2025 dataset).

```
16
Properties=species:S:1:pos:R:3:mulliken_spin:R:1
N 1.0705 0.7340 -5.5818 0.1178
C 2.0060 1.2114 -4.6113 0.2916
N 3.3721 0.6479 -4.4311 -0.0042
H 0.1773 1.3402 -5.5903 -0.0620
H 1.3847 1.0008 -6.5558 -0.0767
H 1.9961 2.4341 -4.5257 -0.0025
H 1.5633 0.8274 -3.6977 -0.0046
H 3.6515 0.1007 -5.3156 -0.0261
H 3.3386 0.0453 -3.5761 -0.0759
N -1.3842 -0.2145 5.3151 0.0234
C -2.2898 -1.1704 5.5538 3.1131
N -3.3444 -1.4979 4.8981 -0.5131
H -0.9196 0.1634 6.1122 -0.9012
H -1.6739 0.3260 4.4871 -0.1465
H -1.9603 -1.8945 6.3411 -0.4958
H -3.8531 -2.2768 5.2639 -0.2372
```

Properties
2S+1: 2
Highest occupied orbital energy (alpha / beta): 1.47 / -5.51 eV
Kohn-Sham gap (alpha / beta): 1.2 / 8.2 eV
Net charge: -1
M: 90.1 Da



<Q>
# C2H10N4

2 unconnected molecules or ions with the total composition C2H10N4 (ωB97M-V with the def2-TZVPD basis set, the Open Molecules 2025 dataset).

```
16
Properties=species:S:1:pos:R:3:mulliken_spin:R:1
N -3.6747 1.5143 -4.6923 -0.0005
C -3.6540 0.3171 -3.8788 0.0037
N -4.1519 0.5520 -2.4796 0.0017
H -4.2174 2.2262 -4.2184 0.0003
H -2.7353 1.8862 -4.7451 -0.0004
H -4.3723 -0.4058 -4.2599 -0.0009
H -2.6395 -0.0411 -3.7606 -0.0007
H -3.4162 0.3260 -1.8159 -0.0009
H -4.8119 -0.1681 -2.2031 -0.0009
N 4.7134 -1.7073 5.3139 0.3624
C 4.9154 -0.5257 4.6663 2.3769
N 5.7388 -0.2005 3.7112 -0.4228
H 3.6915 -1.8050 5.5320 -0.5731
H 5.0635 -2.5309 4.8247 -0.1060
H 4.3002 0.2995 5.0620 -0.6998
H 5.2505 0.2632 2.9436 0.0609
```

Properties
2S+1: 2
Highest occupied orbital energy (alpha / beta): 1.23 / -3.76 eV
Kohn-Sham gap (alpha / beta): 1.1 / 6.1 eV
Net charge: -1
M: 90.1 Da



The least stable of them is <P>.



<P>
# C4H11NOS

C4H11NOS in the gas phase (ωB97M-V with the def2-TZVPD basis set, the Open Molecules 2025 dataset).

```
18
Properties=species:S:1:pos:R:3:lowdin_charge:R:1
C 1.5486 1.1233 -0.6926 -0.1217
N 1.2830 0.1965 0.3833 -0.0910
C -0.0401 -0.3492 0.5768 -0.4290
C -0.4562 -1.3218 -0.5449 -0.2430
O 0.5922 -2.2360 -0.8204 -0.0558
C -1.0531 0.7927 0.7018 -0.5214
S -2.7434 0.1905 1.0318 0.7163
H 2.0303 0.6235 -1.5425 0.0771
H 0.6457 1.5632 -1.1023 0.0646
H 2.1772 1.9363 -0.3236 0.0769
H 1.9909 -0.5177 0.4360 0.1048
H -0.1050 -0.8360 1.5513 0.1372
H -1.2835 -1.9180 -0.1741 0.0955
H -0.7969 -0.7370 -1.3964 0.1225
H 0.9706 -2.0858 -1.6875 0.0830
H -1.1175 1.4378 -0.1786 0.0562
H -0.7252 1.3862 1.5500 0.0821
H -2.9173 0.7516 2.2320 -0.1544
```

Properties
Highest occupied orbital energy: -8.55 eV
Kohn-Sham gap: 9.4 eV
Net charge: 0
M: 121.2 Da
SMILES: CN[C@H](CO)CS



<Q>
# C4H11NOS

C4H11NOS in the gas phase (ωB97M-V with the def2-TZVPD basis set, the Open Molecules 2025 dataset).

```
18
Properties=species:S:1:pos:R:3:lowdin_charge:R:1
C 1.0816 -0.0723 0.8461 -0.0755
C 0.9250 0.6112 -0.5697 -0.3939
C 1.8080 0.0088 -1.5651 -0.0918
N -0.6381 0.5192 -1.0156 -0.2296
S -1.5626 -0.4411 -0.3423 0.6094
C -2.1272 0.2332 1.2851 -0.1601
O -2.7082 -0.7885 -1.0867 -0.3796
H 0.7076 0.5775 1.6703 0.0880
H 0.6091 -0.9995 0.8008 0.0077
H 2.0572 -0.3015 1.0143 0.0394
H 1.0875 1.6283 -0.4923 0.0911
H 2.7973 0.0724 -1.2072 0.0648
H 1.7442 0.5725 -2.5346 0.1066
H 1.5189 -1.0329 -1.6681 0.0869
H -0.9080 -1.6713 0.1340 0.0872
H -2.6354 1.1995 1.1066 0.0757
H -2.5701 -0.6075 1.9014 0.0831
H -1.1869 0.4920 1.7229 -0.0093
```

Properties
Highest occupied orbital energy: -9.18 eV
Kohn-Sham gap: 9.8 eV
Net charge: 0
M: 121.2 Da
SMILES: CC(C)N=[S@@H](C)=O



<R>
# C4H11NOS

2 unconnected molecules or ions with the total composition C4H11NOS (ωB97M-V with the def2-TZVPD basis set, the Open Molecules 2025 dataset).

```
18
Properties=species:S:1:pos:R:3:lowdin_charge:R:1
C 0.0867 -2.8199 -0.0057 0.0362
C 0.1495 -1.4987 0.0928 -0.2218
C -0.1817 -0.7970 1.2962 -0.3088
C 1.0271 0.0297 1.5722 -0.1165
H 0.3592 -3.3460 -0.8457 0.0314
H -0.2649 -3.4220 0.6908 0.0082
H 0.6255 -0.8925 -0.7059 0.1070
H -0.4891 -1.5725 2.0822 0.1408
H -1.1118 -0.2033 1.2446 0.1008
H 1.1602 0.2721 2.6343 0.0828
H 1.9965 -0.4611 1.4743 0.0879
H 0.9488 0.8415 0.8595 0.0087
N -0.1370 3.0838 -2.5413 -0.3749
S 0.1463 2.1320 -1.2216 0.8093
O -1.4580 1.4576 -0.8616 -0.4127
H -1.0199 3.6563 -2.3894 0.0674
H -0.4085 2.4988 -3.3320 0.0261
H -1.4288 1.0411 -0.0436 -0.0719
```

Properties
Highest occupied orbital energy: -8.66 eV
Kohn-Sham gap: 9.4 eV
Net charge: 0
M: 121.2 Da
SMILES: C=CCC.NSO



<S>
# C4H11NOS

C4H11NOS in the gas phase (ωB97M-V with the def2-TZVPD basis set, the Open Molecules 2025 dataset).

```
18
Properties=species:S:1:pos:R:3:lowdin_charge:R:1
O -2.6449 -1.0574 -0.2864 -0.0446
C -2.1065 0.2401 -0.1306 -0.2832
N -0.9779 0.2091 0.8310 -0.0780
C -0.1991 1.3848 0.8879 -0.2363
C 1.1536 1.4115 -0.0570 -0.2522
C 2.0101 0.2232 0.3567 -0.5260
S 1.6372 -1.2310 -0.7634 0.6750
H -3.2682 -1.2142 0.4166 0.0803
H -2.8882 0.7966 0.3817 0.1176
H -1.8174 0.6468 -1.0938 0.1175
H -0.5454 -0.6998 0.7694 0.0709
H 0.3295 1.6603 1.8109 0.1051
H -0.8075 2.2153 0.4826 0.1147
H 1.0091 1.4899 -1.1399 0.0896
H 1.5675 2.3461 0.3430 0.0941
H 3.0493 0.4970 0.2452 0.0539
H 1.8825 -0.2174 1.3586 0.0682
H 0.6032 -0.7732 -1.4666 -0.1666
```

Properties
Highest occupied orbital energy: -8.42 eV
Kohn-Sham gap: 9.3 eV
Net charge: 0
M: 121.2 Da
SMILES: OCNCCCS



The least stable of them is <Q>.



<P>
# C4H11NOS

C4H11NOS in the gas phase (ωB97M-V with the def2-TZVPD basis set, the Open Molecules 2025 dataset).

```
18
Properties=species:S:1:pos:R:3:lowdin_charge:R:1
C 0.0102 -2.0963 -0.4560 -0.1327
N 0.0240 -0.8279 -1.1874 -0.0867
C 0.0656 0.3786 -0.3285 -0.4306
C 1.2749 0.3177 0.5936 -0.1993
O 1.5466 1.6823 1.0140 -0.0829
C -1.2322 0.6224 0.4531 -0.5130
S -2.4395 1.6038 -0.5070 0.7021
H -0.4313 -2.0484 0.5237 0.0643
H -0.4123 -2.8746 -1.0929 0.0814
H 1.0364 -2.4566 -0.3676 0.0731
H -0.8055 -0.7402 -1.7608 0.0900
H 0.2527 1.1636 -1.0581 0.1256
H 1.0140 -0.1829 1.5237 0.1195
H 2.1457 -0.0501 0.0619 0.1253
H 2.4542 1.9340 0.8263 0.0788
H -1.0071 1.1480 1.3545 0.0622
H -1.6941 -0.3305 0.6796 0.0619
H -1.8024 2.7571 -0.2721 -0.1390
```

Properties
Highest occupied orbital energy: -8.80 eV
Kohn-Sham gap: 9.6 eV
Net charge: 0
M: 121.2 Da
SMILES: CN[C@H](CO)CS



<Q>
# C4H11NOS

2 unconnected molecules or ions with the total composition C4H11NOS (ωB97M-V with the def2-TZVPD basis set, the Open Molecules 2025 dataset).

```
18
Properties=species:S:1:pos:R:3:lowdin_charge:R:1
C 0.4846 -0.6826 -1.4563 -0.1059
C -0.1674 2.3233 -0.1448 -0.0212
C 0.0903 -0.1500 -0.1039 -0.3256
C -0.6118 1.1000 -0.3056 -0.2845
N -0.1901 0.2412 3.1574 -0.4129
O -0.5125 -2.3837 2.5400 -0.4691
S -1.0630 -0.9981 3.4211 0.8363
H 1.5590 -0.4901 -1.6667 0.0797
H 0.1283 -1.7404 -1.5565 0.0882
H 0.1421 0.0524 -2.2360 0.0819
H 0.8964 2.6042 0.1661 0.0882
H -0.6883 3.1917 -0.4995 0.0397
H 0.4553 -2.7320 2.7097 0.1033
H -0.5339 -0.8338 0.4436 0.0616
H 0.9254 0.1374 0.6953 0.1397
H -1.6178 1.0450 -0.7595 0.1177
H -0.6149 0.9994 2.5651 -0.0044
H -0.4971 -1.4154 4.6181 -0.0127
```

Properties
Highest occupied orbital energy: -9.55 eV
Kohn-Sham gap: 10.0 eV
Net charge: 0
M: 121.2 Da



The least stable of them is <Q>.



<P>
# H10O5

5 unconnected molecules or ions with the total composition H10O5 (ωB97M-V with the def2-TZVPD basis set, the Open Molecules 2025 dataset).

```
15
Properties=species:S:1:pos:R:3:lowdin_charge:R:1
O -1.7223 -0.2890 -1.5741 -0.0543
H -1.9487 -0.0999 -0.6683 0.0103
H -1.5366 0.5442 -2.0351 0.0552
O 1.5319 0.1621 1.9881 -0.0575
H 1.6956 -0.4770 1.2325 0.0667
H 1.4036 0.9598 1.4608 0.0490
O -0.9267 0.1369 1.3016 -0.0544
H -0.0816 0.0474 1.7828 -0.0096
H -1.6004 0.0980 1.9479 0.0361
O 0.7057 -1.3508 -0.2972 -0.0787
H 1.0008 -1.5499 -1.2030 0.0694
H -0.2240 -1.0604 -0.3960 0.0111
O 0.6759 1.2772 -1.4049 -0.0549
H 0.8943 0.3483 -1.5234 0.0070
H 0.1324 1.2532 -0.6120 0.0046
```

Properties
Highest occupied orbital energy: -11.34 eV
Kohn-Sham gap: 11.8 eV
Net charge: 0
M: 90.1 Da
SMILES: O.O.O.O.O



<Q>
# H10O5

5 unconnected molecules or ions with the total composition H10O5 (ωB97M-V with the def2-TZVPD basis set, the Open Molecules 2025 dataset).

```
15
Properties=species:S:1:pos:R:3:lowdin_charge:R:1
O 0.8591 -0.0468 -0.5102 -0.0575
H 0.6053 0.3584 0.3326 0.0438
H 0.0418 -0.2442 -0.9610 0.0165
O 2.6404 2.1405 -0.3816 -0.0414
H 2.2052 2.3370 -1.1358 -0.0419
H 3.3535 1.4701 -0.6080 0.0790
O -4.2144 -1.9704 -0.3605 0.0057
H -3.4007 -1.5149 -0.4357 0.0092
H -4.6622 -1.7853 -1.1255 -0.0145
O -4.1232 1.4433 0.9000 -0.0416
H -4.7741 1.2876 0.1850 0.0521
H -3.2957 1.3612 0.4893 -0.0110
O 4.7736 -1.5291 0.6508 -0.0694
H 5.0725 -2.3854 0.9305 0.0156
H 5.3707 -1.1840 -0.0593 0.0553
```

Properties
Highest occupied orbital energy: -10.95 eV
Kohn-Sham gap: 11.0 eV
Net charge: 0
M: 90.1 Da
SMILES: O.O.O.O.O



<R>
# H10O5

5 unconnected molecules or ions with the total composition H10O5 (ωB97M-V with the def2-TZVPD basis set, the Open Molecules 2025 dataset).

```
15
Properties=species:S:1:pos:R:3:lowdin_charge:R:1
O -0.0718 0.1971 -0.4588 -0.0720
H 0.7059 0.3107 -0.9893 0.0041
H -0.4681 -0.6836 -0.7024 0.0650
O 1.3213 3.8302 -3.6598 -0.0540
H 1.0322 4.7197 -3.4903 0.0199
H 2.1550 4.0017 -4.1179 0.0344
O -1.2267 -0.5695 2.3640 -0.0565
H -0.3284 -0.6979 2.0773 0.0030
H -1.2056 -0.8204 3.2986 0.0359
O -3.8686 -3.3016 1.3912 -0.0196
H -3.6308 -4.0822 1.7955 -0.0178
H -3.8373 -3.4259 0.4403 0.0374
O 2.8510 0.3158 0.5641 -0.0160
H 3.0020 -0.0416 1.4602 0.0604
H 3.5699 0.2475 0.0272 -0.0243
```

Properties
Highest occupied orbital energy: -10.85 eV
Kohn-Sham gap: 11.5 eV
Net charge: 0
M: 90.1 Da
SMILES: O.O.O.O.O



The least stable of them is <Q>.